1) A 2-piece molecular cluster, C11H15N overall. Source: OMol25; level of theory: the ωB97M-V functional and the def2-TZVPD basis.

Positions of all 27 atoms, in Å:
C 0.78653 0.08132 -3.70976
C -0.21402 -0.52564 -2.74271
C -0.71875 -1.86843 -2.91712
N -1.73413 -2.04938 -1.83673
C -1.67647 -1.01312 -0.88691
C -2.28054 -0.70666 0.34403
C -1.79681 0.51075 1.03169
C -0.91264 1.33223 0.41381
C -0.36798 1.09566 -0.84126
C -0.83151 -0.00344 -1.56464
H 1.71363 0.64912 -3.25733
H 0.41983 0.83389 -4.35932
H 1.46309 -0.69362 -4.31629
H -0.43608 -2.64341 -3.59354
H -2.07360 -3.02529 -1.70146
H -3.09318 -1.24768 0.72201
H -2.13193 0.68439 2.13028
H -0.68917 2.10348 1.00595
H 0.31759 1.77089 -1.41985
C 1.42376 0.68932 4.07278
C 2.25013 0.52288 2.82272
H 1.01385 1.73342 4.06859
H 0.46651 -0.00962 4.17844
H 1.82172 0.43150 5.03799
H 2.52430 -0.52408 2.73645
H 3.11404 1.16506 2.64315
H 1.64183 0.70644 1.93905

Computed properties:
Kohn-Sham gap (eV): 8.565
Highest occupied orbital energy (eV): -7.7
Structure (SMILES): Cc1c[nH]c2ccccc12.CC
E_LUMO (eV): 0.86

---

2) A 2-piece molecular cluster, C11H15N overall. Source: OMol25; level of theory: the ωB97M-V functional and the def2-TZVPD basis.

Positions of all 27 atoms, in Å:
C 0.53479 -1.97983 -2.73785
C 0.08855 -1.63297 -1.37476
C -1.00422 -2.09248 -0.68905
N -1.03523 -1.52050 0.58477
C 0.15164 -0.84088 0.79663
C 0.57524 -0.21718 1.97000
C 1.86056 0.31920 1.86990
C 2.57723 0.38486 0.67087
C 2.11508 -0.28544 -0.46741
C 0.90217 -0.93763 -0.40877
H 1.03384 -1.09284 -3.14364
H -0.29826 -2.25843 -3.38026
H 1.30220 -2.75323 -2.85393
H -1.91179 -2.58492 -1.00031
H -1.48805 -2.01215 1.33130
H -0.02855 -0.30684 2.85892
H 2.30342 0.79537 2.73762
H 3.52064 0.89809 0.59285
H 2.69600 -0.25159 -1.38097
C -2.10524 1.79156 0.04773
C -1.39420 2.76170 0.97581
H -2.51430 2.33052 -0.80803
H -1.46394 1.00458 -0.33692
H -2.99461 1.35589 0.51084
H -1.09259 2.34339 1.93706
H -1.88261 3.71681 1.17926
H -0.44774 3.06493 0.51833

Computed properties:
Kohn-Sham gap (eV): 8.851
Highest occupied orbital energy (eV): -7.9
Structure (SMILES): Cc1c[nH]c2ccccc12.CC
E_LUMO (eV): 0.93

---

3) A 2-piece molecular cluster, C11H15N overall. Source: OMol25; level of theory: the ωB97M-V functional and the def2-TZVPD basis.

Positions of all 27 atoms, in Å:
C -2.04923 -1.83889 -1.30076
C -1.42684 -0.47404 -1.21239
C -1.80358 0.59833 -1.89780
N -1.20293 1.77000 -1.21718
C -0.67684 1.38920 -0.01432
C -0.10494 2.03388 1.06354
C 0.38368 1.37060 2.18029
C 0.44902 -0.07372 2.23583
C -0.18934 -0.83309 1.17873
C -0.60635 -0.04016 0.08678
H -2.92138 -1.74557 -1.91603
H -2.58585 -2.37645 -0.46743
H -1.09469 -2.49220 -1.53190
H -2.69959 0.56779 -2.53990
H -1.32820 2.74925 -1.47482
H -0.19290 3.20578 1.18353
H 0.90352 1.87832 3.02238
H 0.66032 -0.46024 3.08093
H -0.09644 -1.91261 1.03981
C 3.42473 -1.44138 0.33594
C 2.50855 -1.26809 -0.98906
H 3.25882 -2.52772 0.78897
H 4.54970 -1.51010 0.18044
H 3.12134 -0.61372 0.87055
H 2.02417 -2.23993 -1.20804
H 3.40610 -1.07170 -1.65410
H 1.96237 -0.37678 -0.85477

Computed properties:
Kohn-Sham gap (eV): 8.975
Highest occupied orbital energy (eV): -8.0
Structure (SMILES): Cc1c[nH]c2ccccc12.CC
E_LUMO (eV): 0.93

---

Consider the structures shown above. The most stable of them is 2).